{
  "formula": "C4H10OS",
  "method": "ωB97M-V with the def2-TZVPD basis set",
  "de_lowest_kcal_mol": 59.27,
  "e_tot_ev": -17185.8143,
  "homo_lumo_gap_ev": [4.362, 6.860],
  "s_squared": 2.01,
  "spin_multiplicity": 3,
  "symbols": ["C", "C", "C", "C", "O", "S", "H", "H", "H", "H", "H", "H", "H", "H", "H", "H"],
  "coordinates": [[0.4502, -0.1000, -2.1736], [-0.8116, -0.3603, 1.8302], [0.5898, -0.5595, -0.7101], [-0.7200, 0.3106, 0.4621], [1.8462, -0.3725, -0.2352], [-0.2214, 2.1161, 0.7189], [-0.3257, 0.5877, -2.1633], [0.2516, -0.8338, -2.8542], [1.3216, 0.3174, -2.5551], [0.2111, -0.7333, 2.1982], [-1.3554, 0.2679, 2.5247], [-1.4509, -1.2357, 1.7681], [0.1733, -1.5826, -0.5959], [-1.5836, 0.1543, -0.1156], [1.7417, -0.5640, 0.7536], [0.4110, 1.9668, 1.8907]]
}


{
  "formula": "C4H10OS2",
  "method": "ωB97M-V with the def2-TZVPD basis set",
  "de_lowest_kcal_mol": 9.18,
  "e_tot_ev": -28019.1726,
  "homo_lumo_gap_ev": [9.847, 5.731],
  "total_charge": 1,
  "s_squared": 0.76,
  "spin_multiplicity": 2,
  "symbols": ["C", "C", "O", "C", "S", "S", "C", "H", "H", "H", "H", "H", "H", "H", "H", "H", "H"],
  "coordinates": [[0.3686, 0.5646, -1.6482], [0.2167, 2.0884, -1.3837], [1.2731, 2.6240, -0.6166], [0.2933, -0.1550, -0.3279], [-1.2510, -0.0592, 0.6337], [-1.8474, -1.8290, 1.1492], [-0.6834, -2.5951, 2.2698], [-0.4370, 0.3193, -2.3254], [1.3040, 0.2630, -2.1160], [0.4183, 2.6255, -2.3259], [-0.7815, 2.3343, -1.0520], [1.0335, 3.0975, 0.1861], [1.0796, 0.1756, 0.3912], [0.6236, -1.2060, -0.3813], [-0.6942, -3.6738, 2.0656], [0.2655, -2.0600, 2.2252], [-1.1815, -2.5141, 3.2562]]
}


{
  "formula": "C4H10P2",
  "method": "ωB97M-V with the def2-TZVPD basis set",
  "de_lowest_kcal_mol": 15.74,
  "e_tot_ev": -22885.0326,
  "homo_lumo_gap_ev": 8.203,
  "smiles": "C=PCP(C)C",
  "spin_multiplicity": 1,
  "symbols": ["C", "C", "C", "C", "P", "P", "H", "H", "H", "H", "H", "H", "H", "H", "H", "H"],
  "coordinates": [[-2.4776, -1.2019, -0.2035], [2.1826, 0.6620, -0.6021], [0.4461, -0.4671, 1.4358], [-0.7037, 1.0777, -0.7644], [-2.4384, 0.3716, 0.2788], [0.6825, 1.0479, 0.4554], [-3.3039, -1.7183, 0.0947], [-1.5367, -1.7940, -0.5737], [2.8516, 1.4036, -0.4162], [1.8899, 0.7310, -1.7087], [2.6567, -0.3595, -0.3461], [1.3799, -0.4482, 2.0814], [0.2193, -1.3738, 0.8673], [-0.4116, -0.3200, 2.0407], [-0.9917, 2.0039, -1.0502], [-0.4451, 0.3852, -1.5892]]
}


{
  "formula": "C4H10S",
  "method": "ωB97M-V with the def2-TZVPD basis set",
  "de_lowest_kcal_mol": 77.78,
  "e_tot_ev": -15141.9945,
  "homo_lumo_gap_ev": 7.877,
  "spin_multiplicity": 1,
  "symbols": ["C", "C", "C", "C", "S", "H", "H", "H", "H", "H", "H", "H", "H", "H", "H"],
  "coordinates": [[-2.4366, 1.3586, -0.8623], [-1.5646, 0.8833, 0.2735], [-0.5728, -0.1738, -0.2005], [0.4880, -0.6823, 0.7997], [2.1078, -0.8418, 0.0200], [-2.8828, 0.4889, -1.4479], [-3.2270, 2.0522, -0.7352], [-1.8207, 1.7495, -1.6772], [-2.0959, 0.5389, 1.1374], [-0.9600, 1.7215, 0.7102], [-0.1088, 0.2484, -1.0607], [-1.0602, -1.0586, -0.6529], [0.0788, -1.5705, 1.0392], [0.7259, -0.0900, 1.6018], [2.1422, 1.0742, 0.7041]]
}


{
  "formula": "C4H10S",
  "method": "ωB97M-V with the def2-TZVPD basis set",
  "de_lowest_kcal_mol": 36.11,
  "e_tot_ev": -15143.8018,
  "homo_lumo_gap_ev": 9.948,
  "smiles": "CCCCS",
  "spin_multiplicity": 1,
  "symbols": ["C", "C", "C", "C", "S", "H", "H", "H", "H", "H", "H", "H", "H", "H", "H"],
  "coordinates": [[1.5997, 0.5314, -0.5164], [0.1846, 0.7455, -1.1125], [-0.9968, 0.0403, -0.3874], [-0.6369, -0.9334, 0.7580], [-1.9470, -1.2018, 1.9667], [2.3190, 1.3768, -0.8724], [1.6035, 0.6685, 0.6003], [2.0563, -0.4286, -0.6184], [0.2372, 0.3869, -2.2928], [-0.0478, 1.7038, -1.0238], [-1.4991, -0.5052, -1.1562], [-1.5446, 1.0581, -0.1741], [0.2510, -0.5460, 1.3807], [-0.2340, -1.8797, 0.2815], [-1.3451, -1.0165, 3.1668]]
}


{
  "formula": "C4H10S2",
  "method": "ωB97M-V with the def2-TZVPD basis set",
  "de_lowest_kcal_mol": 6.59,
  "e_tot_ev": -25980.6987,
  "homo_lumo_gap_ev": 9.178,
  "smiles": "CCSSCC",
  "spin_multiplicity": 1,
  "symbols": ["C", "C", "S", "S", "C", "C", "H", "H", "H", "H", "H", "H", "H", "H", "H", "H"],
  "coordinates": [[-2.0968, -0.5766, -1.4081], [-2.2136, -0.4791, 0.1067], [-0.7881, 0.3253, 0.9508], [0.7870, -0.8605, 0.2580], [1.6683, 0.4554, -0.6846], [2.4942, 1.3310, 0.2516], [-1.6463, 0.2600, -1.9274], [-1.5569, -1.4840, -1.6052], [-3.1085, -0.6550, -1.8221], [-3.0074, 0.2059, 0.4140], [-2.3105, -1.4598, 0.5604], [0.8623, 0.9878, -1.1565], [2.2510, -0.0077, -1.4867], [3.2508, 1.8732, -0.3264], [1.8573, 2.0656, 0.7457], [3.0047, 0.7015, 0.9819]]
}


{
  "formula": "C4H10S2",
  "method": "ωB97M-V with the def2-TZVPD basis set",
  "de_lowest_kcal_mol": 22.64,
  "e_tot_ev": -25980.0028,
  "homo_lumo_gap_ev": 9.368,
  "smiles": "CSC(C)SC",
  "spin_multiplicity": 1,
  "symbols": ["C", "C", "C", "C", "H", "H", "H", "H", "H", "H", "H", "H", "H", "H", "S", "S"],
  "coordinates": [[0.9830, -2.0544, 1.7016], [0.2043, 0.0869, -0.0690], [-0.9078, -0.7745, -0.7472], [-0.2873, 2.6455, -1.0285], [1.5959, -2.9609, 1.5202], [-0.0864, -2.2514, 1.6933], [1.2262, -1.5021, 2.6084], [-0.1510, 0.5977, 0.8506], [-0.4137, -1.3299, -1.5481], [-1.7070, -0.0828, -1.1796], [-1.3251, -1.4026, 0.0201], [-1.3651, 2.3763, -0.8073], [-0.2290, 3.2513, -1.9283], [0.0021, 3.1944, -0.1334], [1.6423, -1.0762, 0.2725], [0.8186, 1.2826, -1.2252]]
}


{
  "formula": "C4H10SSe",
  "method": "ωB97M-V with the def2-TZVPD basis set",
  "de_lowest_kcal_mol": 0.00,
  "e_tot_ev": -80489.9447,
  "homo_lumo_gap_ev": 9.138,
  "smiles": "CSCC[Se]C",
  "spin_multiplicity": 1,
  "symbols": ["C", "C", "C", "C", "S", "Se", "H", "H", "H", "H", "H", "H", "H", "H", "H", "H"],
  "coordinates": [[-2.0687, -0.4716, 1.4513], [1.3251, -0.1846, -2.8200], [0.2424, 0.8531, 1.5826], [0.7385, 0.0063, 0.1711], [-0.7782, -0.0984, 2.6890], [-0.1036, 0.6020, -1.5456], [-2.2677, -1.6077, 1.5000], [-1.5958, -0.1932, 0.5465], [-3.0178, 0.0872, 1.7018], [0.6849, -0.7264, -3.5371], [1.8772, 0.5953, -3.3040], [2.0039, -0.8090, -2.2889], [1.1368, 1.1429, 2.0321], [-0.3357, 1.7770, 1.2896], [0.3286, -1.1218, 0.4385], [1.8301, 0.1489, 0.0931]]
}